{
  "formula": "C52H60NP3S2W",
  "method": "wB97M-V/def2-TZVPD",
  "spin_multiplicity": 1,
  "e_homo_ev": -12.991,
  "charge": 2,
  "gap_ev": 6.80,
  "de_lowest_kj_mol": 0.0,
  "largest_force_ev_per_a": 2.08,
  "total_energy_ha": -3959.33864,
  "symbols": ["W", "S", "P", "C", "P", "S", "C", "C", "C", "C", "C", "C", "C", "C", "C", "C", "C", "C", "C", "C", "C", "C", "C", "C", "C", "C", "C", "C", "C", "C", "H", "H", "H", "H", "H", "H", "H", "H", "H", "H", "H", "H", "H", "H", "H", "H", "H", "H", "H", "H", "C", "C", "C", "N", "H", "H", "H", "H", "H", "C", "C", "C", "C", "P", "C", "C", "C", "C", "C", "C", "C", "C", "C", "C", "H", "H", "H", "H", "H", "H", "H", "H", "H", "H", "H", "H", "H", "H", "H", "H", "H", "H", "H", "H", "H", "H", "H", "C", "C", "C", "C", "C", "C", "C", "C", "C", "C", "H", "H", "H", "H", "H", "H", "H", "H", "H", "H", "H", "H"],
  "coordinates": [[0.717, 0.627, 0.218], [1.177, -1.809, 1.212], [-0.624, -1.508, 2.065], [-1.011, -0.132, 1.078], [-1.955, 1.274, 1.495], [-0.876, 2.626, 0.432], [-2.012, 1.796, 3.219], [-0.880, 2.358, 3.811], [-0.910, 2.735, 5.142], [-2.075, 2.571, 5.883], [-3.205, 2.023, 5.296], [-3.176, 1.627, 3.967], [-3.675, 1.165, 1.003], [-4.305, -0.070, 0.907], [-5.663, -0.128, 0.616], [-6.377, 1.044, 0.412], [-5.743, 2.279, 0.503], [-4.394, 2.343, 0.805], [-1.683, -2.934, 1.838], [-1.817, -3.904, 2.830], [-2.542, -5.057, 2.565], [-3.125, -5.245, 1.320], [-2.976, -4.288, 0.324], [-2.250, -3.137, 0.579], [-0.494, -1.199, 3.828], [-1.653, -1.125, 4.603], [-1.560, -0.862, 5.958], [-0.315, -0.677, 6.548], [0.839, -0.756, 5.783], [0.753, -1.019, 4.424], [0.011, 2.526, 3.218], [-0.033, 3.174, 5.599], [-2.103, 2.884, 6.918], [-4.114, 1.906, 5.871], [-4.061, 1.196, 3.518], [-3.750, -0.982, 1.075], [-6.161, -1.087, 0.550], [-7.434, 0.997, 0.185], [-6.305, 3.190, 0.347], [-3.900, 3.305, 0.880], [-1.364, -3.766, 3.803], [-2.653, -5.808, 3.335], [-3.693, -6.144, 1.122], [-3.419, -4.444, -0.651], [-2.107, -2.397, -0.201], [-2.627, -1.274, 4.150], [-2.458, -0.808, 6.559], [-0.247, -0.483, 7.610], [1.808, -0.626, 6.247], [1.654, -1.116, 3.830], [4.875, -2.127, -2.458], [4.483, -1.884, -0.996], [3.338, -0.995, -0.826], [2.427, -0.320, -0.655], [5.739, -2.786, -2.474], [5.144, -1.197, -2.955], [4.070, -2.607, -3.010], [5.308, -1.438, -0.434], [4.221, -2.818, -0.492], [1.798, -0.784, -3.864], [0.373, -0.417, -3.440], [-0.463, -0.250, -4.716], [-0.205, -1.574, -2.613], [0.289, 1.160, -2.378], [-1.427, 1.685, -2.677], [-2.436, 0.982, -2.017], [-3.769, 1.213, -2.304], [-4.121, 2.172, -3.245], [-3.131, 2.887, -3.895], [-1.792, 2.641, -3.621], [1.450, 2.514, -2.966], [1.026, 3.823, -2.274], [2.871, 2.193, -2.483], [1.482, 2.729, -4.484], [1.747, -1.716, -4.430], [2.454, -0.950, -3.019], [2.251, -0.042, -4.514], [-0.364, -1.167, -5.300], [-0.111, 0.573, -5.337], [-1.520, -0.098, -4.508], [-0.061, -2.503, -3.171], [-1.275, -1.458, -2.448], [0.287, -1.701, -1.644], [-2.182, 0.255, -1.254], [-4.534, 0.654, -1.783], [-5.163, 2.363, -3.464], [-3.392, 3.635, -4.631], [-1.052, 3.192, -4.178], [0.792, 3.685, -1.219], [0.170, 4.299, -2.746], [1.866, 4.518, -2.322], [2.936, 2.147, -1.392], [3.526, 3.010, -2.794], [3.261, 1.268, -2.907], [0.499, 2.835, -4.937], [2.009, 1.937, -5.008], [2.029, 3.655, -4.672], [3.219, 2.354, 3.426], [3.199, 1.942, 1.943], [4.272, 0.853, 1.727], [1.873, 1.274, 1.633], [3.444, 3.186, 1.099], [2.432, 4.132, 0.965], [2.657, 5.329, 0.301], [3.904, 5.596, -0.247], [4.922, 4.663, -0.113], [4.697, 3.472, 0.564], [3.135, 1.478, 4.074], [2.398, 3.037, 3.652], [4.152, 2.869, 3.654], [3.925, -0.113, 2.101], [5.175, 1.116, 2.280], [4.531, 0.760, 0.674], [1.389, 0.920, 2.558], [1.458, 3.946, 1.407], [1.860, 6.057, 0.218], [4.087, 6.532, -0.759], [5.902, 4.869, -0.523], [5.515, 2.771, 0.671]],
  "lowdin_charge": [1.073, 0.472, 0.535, -0.712, 0.558, 0.446, -0.335, -0.088, -0.050, -0.053, -0.061, -0.078, -0.386, -0.083, -0.060, -0.055, -0.052, -0.082, -0.352, -0.065, -0.049, -0.048, -0.056, -0.103, -0.351, -0.097, -0.059, -0.048, -0.055, -0.102, 0.066, 0.116, 0.119, 0.119, 0.111, 0.087, 0.116, 0.117, 0.118, 0.115, 0.112, 0.117, 0.117, 0.114, 0.089, 0.118, 0.120, 0.119, 0.114, 0.068, -0.063, -0.160, -0.177, -0.033, 0.092, 0.088, 0.078, 0.133, 0.139, -0.083, -0.640, -0.062, -0.093, 1.091, -0.391, -0.148, -0.058, -0.043, -0.044, -0.080, -0.653, -0.092, -0.092, -0.062, 0.102, 0.025, 0.073, 0.102, 0.082, 0.083, 0.102, 0.071, 0.030, 0.060, 0.099, 0.117, 0.117, 0.080, -0.001, 0.085, 0.091, 0.052, 0.103, 0.065, 0.061, 0.075, 0.105, -0.020, -0.529, -0.042, -0.202, -0.211, -0.066, -0.076, -0.071, -0.059, -0.034, 0.089, 0.084, 0.105, 0.087, 0.103, 0.062, 0.042, 0.077, 0.117, 0.113, 0.113, 0.110]
}



{
  "formula": "C30H52N9O",
  "method": "wB97M-V/def2-TZVPD",
  "spin_multiplicity": 1,
  "e_homo_ev": -3.110,
  "charge": -1,
  "gap_ev": 4.67,
  "largest_force_ev_per_a": 0.98,
  "total_energy_ha": -1742.18831,
  "symbols": ["C", "C", "C", "C", "C", "C", "C", "C", "C", "C", "C", "C", "C", "C", "C", "N", "O", "C", "N", "H", "H", "H", "H", "H", "H", "H", "H", "H", "H", "H", "H", "H", "H", "H", "H", "H", "H", "H", "H", "H", "H", "H", "H", "H", "H", "H", "H", "H", "H", "H", "C", "C", "N", "H", "H", "H", "C", "C", "N", "H", "H", "H", "C", "C", "N", "H", "H", "H", "C", "C", "N", "H", "H", "H", "C", "C", "N", "H", "H", "H", "C", "C", "N", "H", "H", "H", "C", "C", "N", "H", "H", "H"],
  "coordinates": [[5.386, -0.593, 3.989], [5.845, -1.639, 2.962], [6.946, -1.180, 2.021], [6.552, -0.264, 0.832], [5.079, 0.121, 0.688], [4.664, 1.433, 1.365], [3.616, 2.135, 0.506], [2.237, 1.475, 0.644], [1.080, 2.433, 0.975], [0.225, 1.931, 2.139], [-1.149, 2.577, 2.208], [-2.250, 1.798, 1.473], [-3.629, 1.924, 2.137], [-4.197, 0.570, 2.585], [-5.312, -0.030, 1.719], [-4.779, -1.124, 0.933], [-5.985, -2.098, 0.850], [-6.486, -2.184, -0.297], [-6.999, -2.249, -1.348], [5.954, 0.326, 3.914], [4.337, -0.367, 3.847], [5.478, -0.975, 4.999], [5.014, -2.069, 2.423], [6.259, -2.464, 3.526], [7.366, -2.086, 1.593], [7.744, -0.740, 2.612], [6.878, -0.748, -0.082], [7.102, 0.665, 0.918], [4.408, -0.689, 0.949], [4.917, 0.307, -0.369], [4.208, 1.273, 2.334], [5.522, 2.092, 1.447], [3.928, 2.069, -0.532], [3.574, 3.198, 0.722], [2.017, 1.001, -0.295], [2.286, 0.736, 1.437], [0.423, 2.506, 0.114], [1.438, 3.428, 1.219], [0.767, 2.166, 3.053], [0.123, 0.853, 2.085], [-1.443, 2.623, 3.252], [-1.159, 3.599, 1.835], [-2.317, 2.139, 0.455], [-1.973, 0.750, 1.440], [-4.339, 2.353, 1.439], [-3.581, 2.583, 2.997], [-4.593, 0.666, 3.591], [-3.414, -0.178, 2.627], [-6.090, -0.429, 2.375], [-5.795, 0.746, 1.097], [-7.007, -1.614, -4.404], [-7.419, -2.134, -5.700], [-7.761, -2.548, -6.717], [-7.483, -0.653, -4.219], [-7.291, -2.302, -3.610], [-5.929, -1.491, -4.385], [1.768, -1.809, -2.929], [2.323, -0.479, -2.758], [2.828, 0.543, -2.621], [2.568, -2.539, -2.843], [1.032, -2.006, -2.153], [1.303, -1.908, -3.909], [4.551, -3.959, -0.272], [3.201, -3.442, -0.107], [2.143, -3.013, 0.022], [4.512, -5.015, -0.532], [5.060, -3.413, -1.064], [5.107, -3.838, 0.657], [5.807, -6.070, 5.007], [5.788, -5.381, 3.726], [5.775, -4.822, 2.724], [6.825, -6.362, 5.253], [5.427, -5.410, 5.784], [5.182, -6.958, 4.956], [-2.791, 6.625, 1.649], [-2.838, 5.973, 2.947], [-2.866, 5.436, 3.959], [-3.572, 7.380, 1.586], [-1.822, 7.098, 1.509], [-2.942, 5.887, 0.863], [-4.222, 0.417, -3.469], [-3.736, 1.780, -3.330], [-3.368, 2.863, -3.220], [-3.393, -0.286, -3.430], [-4.915, 0.188, -2.656], [-4.733, 0.325, -4.425], [-7.406, 0.023, -9.080], [-6.690, 1.226, -9.478], [-6.127, 2.176, -9.793], [-8.463, 0.247, -8.954], [-7.294, -0.743, -9.844], [-7.014, -0.360, -8.141]],
  "lowdin_charge": [-0.093, -0.283, -0.205, -0.182, -0.204, -0.206, -0.213, -0.190, -0.197, -0.220, -0.218, -0.197, -0.206, -0.211, -0.364, -0.077, -0.133, -0.454, 0.088, 0.070, 0.061, 0.060, 0.076, 0.063, 0.090, 0.101, 0.094, 0.094, 0.093, 0.093, 0.087, 0.104, 0.083, 0.098, 0.068, 0.098, 0.108, 0.101, 0.106, 0.106, 0.096, 0.096, 0.095, 0.098, 0.090, 0.081, 0.090, 0.087, 0.087, 0.080, -0.090, -0.279, 0.110, 0.089, 0.035, 0.054, -0.081, -0.265, 0.150, 0.065, 0.069, 0.081, -0.072, -0.279, 0.153, 0.082, 0.081, 0.026, -0.060, -0.242, 0.169, 0.083, 0.086, 0.084, -0.071, -0.292, 0.138, 0.078, 0.080, 0.085, -0.078, -0.287, 0.115, 0.087, 0.085, 0.063, -0.081, -0.293, 0.115, 0.083, 0.082, 0.051]
}